(a)
A molecular structure, C6H9N. Source: OMol25; level of theory: wB97M-V/def2-TZVPD.

```
16
Properties=species:S:1:pos:R:3:lowdin_charge:R:1
C -0.19 0.19 1.88 0.04
N -0.49 0.15 0.62 -0.13
C -0.02 1.02 -0.46 -0.17
C 0.86 0.06 -1.26 -0.18
C 0.74 -1.32 -0.62 -0.09
C -0.75 -0.93 -0.36 -0.15
C -0.63 0.11 -1.49 -0.15
H -0.71 -0.44 2.59 0.09
H -0.32 2.49 1.54 0.04
H 0.62 0.82 2.21 0.07
H -0.16 2.41 0.79 0.02
H 1.65 0.43 -1.90 0.12
H 1.32 -1.53 0.29 0.10
H 0.86 -2.13 -1.34 0.11
H -1.53 -1.67 -0.14 0.14
H -1.25 0.33 -2.35 0.12
```

Kohn-Sham gap (spin up / spin down): 7.61 / 7.62 eV
HOMO (spin up / spin down): -7.42 / -7.42 eV

(b)
2 unconnected molecules or ions with the total composition C6H9N. Source: OMol25; level of theory: wB97M-V/def2-TZVPD.

```
16
Properties=species:S:1:pos:R:3:lowdin_charge:R:1
C -1.70 1.55 1.39 -0.10
C -0.71 0.86 0.50 -0.17
C -0.53 0.79 -0.78 -0.12
C -0.06 0.45 -1.96 -0.04
C 1.65 -1.25 -0.65 -0.13
C 1.55 -1.25 0.62 -0.12
N 0.51 -2.05 -0.11 0.00
H -1.17 2.17 2.13 0.07
H -2.27 0.80 1.96 0.07
H -2.40 2.18 0.85 0.07
H 0.72 1.03 -2.46 0.06
H -0.42 -0.44 -2.47 0.07
H 2.12 -1.04 -1.59 0.10
H 0.03 0.24 1.02 0.07
H 1.86 -1.02 1.63 0.10
H 0.82 -3.03 -0.09 0.06
```

Kohn-Sham gap: 9.36 eV
HOMO: -8.28 eV
SMILES string: C1=CN1.C=C=CC

(c)
A single C6H9N molecule. Source: OMol25; level of theory: wB97M-V/def2-TZVPD.

```
16
Properties=species:S:1:pos:R:3:lowdin_charge:R:1
C -0.39 0.62 -1.62 -0.05
C -0.36 -0.27 -0.41 -0.31
C 0.22 -0.04 0.77 -0.22
C 1.45 1.18 1.00 -0.07
C 0.80 -0.15 1.95 0.01
C -1.52 -2.21 0.49 0.02
N -1.08 -1.51 -0.53 -0.10
H 0.33 1.44 -1.54 0.07
H -1.38 1.06 -1.78 0.08
H -0.13 0.05 -2.53 0.08
H 1.70 1.69 1.94 0.09
H 0.89 1.94 0.43 0.09
H 2.35 0.88 0.48 0.09
H 0.27 0.24 2.82 0.07
H -1.97 -3.12 0.04 0.00
H -1.17 -1.80 -1.51 0.13
```

Kohn-Sham gap: 8.31 eV
HOMO: -7.52 eV

The least stable of them is (a).

(a)
2 unconnected molecules or ions with the total composition C5H15NO2. Source: OMol25; level of theory: wB97M-V/def2-TZVPD.

```
23
Properties=species:S:1:pos:R:3:lowdin_charge:R:1
C 0.55 0.90 3.04 -0.07
C 0.18 0.13 1.77 -0.48
C 1.07 0.59 0.60 -0.18
C 0.39 0.58 -0.79 -0.18
C -0.54 -0.57 -1.09 -0.26
O 0.10 -1.63 -1.83 -0.08
N 0.23 -1.31 1.89 0.04
H 1.63 0.89 3.16 0.08
H 0.28 1.95 2.96 0.07
H 0.10 0.47 3.93 0.07
H -0.82 0.45 1.45 0.13
H 1.97 -0.05 0.60 0.11
H 1.43 1.60 0.80 0.11
H -0.16 1.53 -0.84 0.11
H 1.19 0.68 -1.53 0.11
H -1.39 -0.25 -1.71 0.11
H -0.96 -1.01 -0.19 0.09
H 0.64 -2.13 -1.20 0.08
H 0.00 -1.65 2.81 0.07
H 1.17 -1.65 1.69 0.07
H -1.93 0.16 -4.52 0.02
H -2.89 -0.17 -5.64 0.04
O -2.24 0.48 -5.37 -0.06
```

Kohn-Sham gap: 10.41 eV
HOMO: -9.56 eV
SMILES string: C[C@H](N)CCCO.O

(b)
3 unconnected molecules or ions with the total composition C5H15NO2. Source: OMol25; level of theory: wB97M-V/def2-TZVPD.

```
23
Properties=species:S:1:pos:R:3:lowdin_charge:R:1
N 0.14 -0.12 -0.55 -0.03
C 0.59 -0.01 0.85 -0.22
C -0.60 -0.14 1.81 -0.16
C -1.85 -0.33 0.93 -0.14
C -1.38 -0.24 -0.56 -0.36
C -1.91 1.04 -1.18 -0.08
H 0.40 -1.02 -0.93 0.08
H 1.29 -0.80 1.10 0.09
H 1.05 0.96 0.97 0.09
H -0.65 0.76 2.43 0.10
H -0.52 -1.00 2.47 0.10
H -2.51 0.53 1.01 0.09
H -2.32 -1.30 1.07 0.10
H -1.67 -1.17 -1.03 0.13
H -1.43 1.22 -2.15 0.07
H -1.73 1.91 -0.55 0.08
H -2.96 0.82 -1.41 0.08
H 2.13 1.87 -1.80 0.03
H 2.90 2.52 -0.69 0.04
O 2.77 1.66 -1.11 -0.07
H 2.29 -1.76 -0.38 0.01
H 3.42 -2.80 -0.33 0.04
O 2.55 -2.60 0.02 -0.06
```

Kohn-Sham gap: 9.71 eV
HOMO: -8.89 eV
SMILES string: C[C@@H]1CCCN1.O.O

(c)
A molecular structure, C5H15NO2. Source: OMol25; level of theory: wB97M-V/def2-TZVPD.

```
23
Properties=species:S:1:pos:R:3:lowdin_charge:R:1
C 0.12 -0.48 -1.43 -0.07
C -0.09 1.04 -1.53 -0.38
C 1.03 1.78 -0.74 0.15
C 1.58 1.29 0.46 -0.14
C 2.50 1.68 1.37 0.17
N -1.48 1.13 -1.07 0.07
H 0.21 -0.79 -0.34 0.07
H -0.73 -1.04 -1.84 0.09
H 1.12 -0.61 -1.77 0.06
H -0.05 1.37 -2.57 0.12
H 1.49 2.76 -0.93 0.13
H 0.37 -3.61 1.60 0.02
H 1.04 0.41 0.85 0.10
H 2.70 1.21 2.34 0.10
H 3.11 2.56 1.13 0.08
H -1.37 1.40 -0.12 0.06
H -2.04 0.21 -0.95 0.06
H -1.57 -1.18 0.79 -0.09
H -1.48 -0.86 2.45 -0.02
O -0.97 -1.14 1.70 -0.25
H -0.35 -3.67 1.31 0.02
H -2.77 -2.16 -0.47 -0.01
O -2.35 -1.32 -0.25 -0.36
```

Kohn-Sham gap: 4.06 eV
HOMO: -7.87 eV

The least stable of them is (c).

(a)
3 unconnected molecules or ions with the total composition C5H15NO2. Source: OMol25; level of theory: wB97M-V/def2-TZVPD.

```
23
Properties=species:S:1:pos:R:3:lowdin_charge:R:1
C -0.36 2.30 0.48 -0.13
C 0.11 1.51 1.72 -0.27
C -0.73 0.19 1.69 -0.17
C -0.21 -0.87 0.63 -0.10
C 1.05 -1.13 0.67 -0.25
N 1.74 -2.24 0.10 0.02
H 0.23 3.29 0.22 0.10
H -1.41 2.53 0.72 0.07
H -0.23 1.59 -0.41 0.07
H 1.17 1.43 1.70 0.08
H -0.20 2.13 2.55 0.09
H -0.79 -0.26 2.63 0.08
H -1.68 0.57 1.44 0.08
H -0.87 -1.01 -0.17 0.07
H 1.65 -0.73 1.53 0.13
H 1.76 -2.57 -0.82 0.03
H 2.80 -2.12 0.46 0.14
H -1.17 -0.41 -2.69 0.02
H -2.24 0.52 -2.71 0.00
O -1.33 0.56 -2.61 -0.04
H 0.25 -2.04 -1.63 0.00
H 0.44 -1.25 -2.95 0.03
O 0.03 -1.98 -2.56 -0.02
```

Kohn-Sham gap: 9.27 eV
HOMO: -8.48 eV
SMILES string: CCC/C=C/N.O.O

(b)
2 unconnected molecules or ions with the total composition C5H15NO2. Source: OMol25; level of theory: wB97M-V/def2-TZVPD.

```
23
Properties=species:S:1:pos:R:3:lowdin_charge:R:1
C -0.23 0.79 -1.90 -0.10
N 0.42 0.35 -0.69 -0.24
C 1.53 1.21 -0.29 -0.08
C -1.12 1.22 1.13 -0.04
C -0.56 0.03 0.36 -0.38
C 0.07 -0.97 1.31 -0.22
O -0.84 -1.62 2.22 -0.07
H -0.87 0.01 -2.31 0.08
H 0.51 0.97 -2.68 0.09
H -0.90 1.64 -1.74 0.08
H 1.44 2.22 -0.66 0.08
H 1.58 1.33 0.79 0.07
H 2.48 0.74 -0.57 0.09
H -1.66 1.94 0.52 0.07
H -0.30 1.73 1.64 0.08
H -1.86 0.91 1.88 0.08
H -1.36 -0.50 -0.11 0.14
H 0.85 -0.59 1.99 0.12
H 0.52 -1.75 0.72 0.09
H -1.68 -1.15 2.26 0.07
H 0.44 -2.12 -1.46 0.01
H 1.22 -3.33 -1.12 0.04
O 0.30 -3.07 -1.30 -0.07
```

Kohn-Sham gap: 9.60 eV
HOMO: -8.83 eV
SMILES string: C[C@H](CO)N(C)C.O

(c)
3 unconnected molecules or ions with the total composition C5H15NO2. Source: OMol25; level of theory: wB97M-V/def2-TZVPD.

```
23
Properties=species:S:1:pos:R:3:lowdin_charge:R:1
C 1.58 -0.47 -1.16 -0.22
C 1.84 0.12 0.21 -0.20
C 0.57 0.56 0.77 -0.37
C -0.05 -0.13 1.70 0.04
C 0.14 1.97 0.32 -0.03
N 0.92 -1.86 -1.14 -0.01
H 0.98 0.06 -1.82 0.08
H 2.60 -0.79 -1.57 0.13
H 2.27 -0.67 0.90 0.13
H 2.63 0.84 0.22 0.11
H -0.90 0.26 2.06 0.03
H 0.36 -0.97 2.16 0.06
H 0.20 2.04 -0.64 0.01
H 0.83 2.70 0.76 0.10
H -0.83 2.14 0.61 0.05
H 1.41 -2.65 -0.71 0.06
H 0.10 -1.87 -0.56 0.02
H -2.36 1.01 -1.95 0.00
H -1.65 0.38 -0.71 0.08
O -2.21 1.20 -1.06 -0.08
H -3.42 -0.91 0.15 0.09
H -2.37 -1.41 1.20 0.01
O -2.65 -1.57 0.29 -0.10
```

Kohn-Sham gap: 9.90 eV
HOMO: -9.20 eV
SMILES string: C=C(C)CCN.O.O

The least stable of them is (a).

(a)
3 unconnected molecules or ions with the total composition C5H15NO2. Source: OMol25; level of theory: wB97M-V/def2-TZVPD.

```
23
Properties=species:S:1:pos:R:3:lowdin_charge:R:1
C -0.91 -1.68 -1.80 -0.06
C -0.06 -0.86 -0.85 -0.23
N -0.37 -0.99 0.53 -0.16
C -1.79 -0.79 0.76 -0.06
C 0.37 0.02 1.30 -0.18
C 1.81 0.32 0.91 -0.22
O 1.88 1.10 -0.30 -0.14
H -1.95 -1.34 -1.87 0.08
H -0.57 -1.63 -2.83 0.09
H -0.96 -2.71 -1.45 0.09
H 0.96 -1.15 -1.02 0.13
H -0.22 0.28 -1.08 0.11
H -1.98 -0.73 1.83 0.10
H -2.28 -1.65 0.31 0.08
H -2.12 0.12 0.23 0.09
H 0.27 -0.26 2.35 0.13
H -0.26 0.93 1.16 0.11
H 2.28 0.92 1.70 0.11
H 2.40 -0.58 0.74 0.12
H 0.97 1.43 -0.31 -0.04
H 1.11 3.85 0.23 0.06
H 1.30 3.33 0.73 0.04
O -0.80 1.80 -0.69 -0.24
```

Kohn-Sham gap: 6.98 eV
HOMO: -9.76 eV

(b)
3 unconnected molecules or ions with the total composition C5H15NO2. Source: OMol25; level of theory: wB97M-V/def2-TZVPD.

```
23
Properties=species:S:1:pos:R:3:lowdin_charge:R:1
C 0.52 0.13 1.31 -0.11
N 1.14 -0.30 0.05 -0.12
C 0.11 -0.88 -0.87 -0.26
C -0.89 -1.98 -0.40 -0.18
C -2.24 -1.45 0.33 -0.19
C -3.31 -2.23 0.49 -0.04
H 1.20 0.60 1.88 0.04
H -0.07 -0.52 1.86 0.05
H -0.13 0.98 1.09 0.08
H 1.86 -1.03 0.15 0.11
H 0.59 -1.20 -1.84 0.11
H -0.51 0.01 -1.28 0.13
H -0.44 -2.77 0.38 0.15
H -1.22 -2.50 -1.32 0.10
H -2.23 -0.48 0.75 0.06
H -3.22 -3.28 0.15 0.06
H -4.26 -1.93 1.07 0.08
H 2.38 0.98 -1.13 -0.01
H 2.26 1.81 -2.33 0.00
O 2.89 1.62 -1.66 -0.06
H 0.15 3.56 0.22 -0.01
H 1.54 3.23 0.79 0.05
O 0.73 3.77 0.91 -0.04
```

Kohn-Sham gap: 10.48 eV
HOMO: -9.76 eV
SMILES string: C=CCCNC.O.O

(c)
3 unconnected molecules or ions with the total composition C5H15NO2. Source: OMol25; level of theory: wB97M-V/def2-TZVPD.

```
23
Properties=species:S:1:pos:R:3:lowdin_charge:R:1
C 0.16 -1.23 1.30 -0.12
C -0.81 -0.41 2.15 -0.24
C -0.41 1.10 2.14 -0.24
C -0.25 1.80 0.82 -0.13
C -0.53 1.30 -0.38 -0.23
N -0.38 2.00 -1.58 0.04
H 0.25 -2.24 1.72 0.07
H 1.11 -0.72 1.26 0.07
H -0.11 -1.34 0.25 0.02
H -1.87 -0.55 1.94 0.11
H -0.60 -0.64 3.19 0.09
H -1.06 1.67 2.79 0.10
H 0.55 1.10 2.67 0.10
H 0.18 2.80 0.88 0.10
H -0.93 0.30 -0.49 0.10
H -0.49 2.99 -1.46 0.08
H -0.49 1.57 -2.47 0.08
H -0.34 -3.19 -1.51 0.03
H 0.26 -1.86 -1.88 -0.02
O -0.26 -2.59 -2.26 -0.07
H 2.76 -1.22 -1.22 0.06
H 2.00 0.13 -1.39 0.05
O 1.92 -0.82 -1.48 -0.05
```

Kohn-Sham gap: 8.63 eV
HOMO: -7.97 eV
SMILES string: CCC/C=C/N.O.O

(d)
A molecular structure, C5H15NO2. Source: OMol25; level of theory: wB97M-V/def2-TZVPD.

```
23
Properties=species:S:1:pos:R:3:lowdin_charge:R:1
C 2.40 -0.08 0.43 -0.54
C 2.14 1.32 -0.65 -0.04
O 2.04 -1.23 -0.09 -0.11
O 1.70 0.19 1.62 -0.04
H 2.02 1.02 2.00 0.09
H 0.87 -1.14 -0.42 0.11
H 3.49 0.00 0.58 0.13
H 2.58 1.04 -1.60 0.06
H 2.76 2.10 -0.20 0.04
H 1.16 1.81 -0.73 0.03
C -1.28 -0.38 0.22 -0.46
C -2.11 -1.65 0.40 -0.06
C -2.16 0.84 -0.05 -0.06
N -0.30 -0.59 -0.87 0.06
H -0.68 -0.20 1.12 0.13
H 0.22 0.31 -1.08 0.09
H -0.76 -0.94 -1.71 0.12
H -2.77 -1.54 1.26 0.08
H -1.46 -2.50 0.58 0.08
H -2.72 -1.84 -0.48 0.08
H -1.55 1.74 -0.15 0.07
H -2.86 1.00 0.77 0.08
H -2.74 0.71 -0.97 0.08
```

Kohn-Sham gap: 9.37 eV
HOMO: -8.55 eV

The least stable of them is (a).

(a)
A gas-phase ion, C4H7N2 (charge +1). Source: OMol25; level of theory: wB97M-V/def2-TZVPD.

```
13
Properties=species:S:1:pos:R:3:lowdin_charge:R:1
C -1.33 0.97 -2.24 0.03
C -0.79 0.82 -0.96 -0.05
C 1.58 -1.39 1.20 -0.06
C -0.08 0.35 1.71 0.03
N -0.82 0.90 0.21 0.26
N 0.69 -0.56 1.87 0.07
H -1.20 1.97 -2.42 0.09
H 1.96 -1.23 0.23 0.08
H 1.09 -2.26 1.13 0.06
H 2.55 -1.50 1.80 0.14
H -0.50 0.86 2.50 0.11
H -0.79 0.35 -2.93 0.12
H -2.34 0.71 -2.10 0.12
```

Kohn-Sham gap: 10.52 eV
Charge: +1
HOMO: -15.28 eV
SMILES string: CC#[N+]/C=N\C

(b)
A gas-phase ion, C4H7N2 (charge +1). Source: OMol25; level of theory: wB97M-V/def2-TZVPD.

```
13
Properties=species:S:1:pos:R:3:lowdin_charge:R:1
C -0.79 -0.98 -0.05 -0.15
C 2.41 0.51 -0.10 0.12
C -2.42 0.74 0.05 0.10
C 0.53 -1.09 0.14 -0.06
N -1.50 0.04 -0.35 0.02
N 1.18 0.16 -0.03 0.00
H -1.44 -1.92 -0.11 0.19
H 2.66 1.59 -0.35 0.13
H 3.34 -0.09 0.13 0.14
H -3.11 1.18 -0.62 0.10
H -2.45 0.84 1.08 0.09
H 1.06 -1.94 0.55 0.13
H 0.51 0.95 -0.35 0.20
```

Kohn-Sham gap: 8.29 eV
Charge: +1
HOMO: -12.97 eV
SMILES string: C=N/C=C\[NH+]=C

(c)
A gas-phase ion, C4H7N2 (charge +1). Source: OMol25; level of theory: wB97M-V/def2-TZVPD.

```
13
Properties=species:S:1:pos:R:3:lowdin_charge:R:1
C -0.94 0.16 1.81 0.06
C 1.25 0.02 -0.20 -0.01
C 0.48 -0.91 -0.98 -0.07
C -1.20 0.39 0.19 -0.11
N -0.97 1.34 1.36 0.13
N -0.01 0.35 -0.74 -0.02
H -0.55 -0.36 2.64 0.11
H 1.22 -0.18 0.82 0.11
H 2.07 0.45 -0.68 0.14
H 0.71 -1.11 -2.02 0.15
H 0.17 -1.80 -0.47 0.15
H -2.20 0.61 -0.33 0.17
H -0.03 1.04 -1.42 0.18
```

Kohn-Sham gap: 11.08 eV
Charge: +1
HOMO: -14.85 eV
SMILES string: C1=N[C@H]1[NH+]1CC1

(d)
2 unconnected molecules or ions with the total composition C4H7N2. Source: OMol25; level of theory: wB97M-V/def2-TZVPD.

```
13
Properties=species:S:1:pos:R:3:lowdin_charge:R:1
C 1.41 -0.81 -0.43 0.08
C 0.55 -1.00 0.76 -0.03
C 0.00 0.23 -0.16 -0.21
C 0.39 1.57 -0.20 0.19
N -4.15 -0.39 0.37 0.07
N -3.12 -0.03 0.21 0.02
H 2.39 -0.26 -0.19 0.15
H 1.34 -1.16 -1.42 0.11
H -0.21 -1.73 0.74 0.11
H 1.01 -0.73 1.73 0.14
H -0.85 -0.10 -0.78 0.10
H -0.08 2.42 -0.93 0.17
H 1.30 1.97 0.30 0.11
```

Kohn-Sham gap: 10.56 eV
Charge: +1
HOMO: -16.77 eV

The least stable of them is (c).